A 12-piece molecular cluster, C35H76F6N2O16 overall at a distorted geometry, computed with the ωB97M-V functional and the def2-TZVPD basis.

XYZ file:
```
135
Properties=species:S:1:pos:R:3:lowdin_charge:R:1
N -3.09403 -3.25589 -3.76934 0.2353
C -2.84254 -4.31266 -3.36296 -0.1703
C -2.74978 -5.74791 -3.13958 -0.2428
C -4.15712 -6.28913 -2.82669 -0.1428
C -5.18084 -5.99361 -3.91913 -0.1410
C -5.41960 -7.15655 -4.91821 -0.0797
C -4.20358 -8.00860 -5.11161 -0.5046
O -3.80506 -8.82415 -4.32298 0.1229
O -3.50437 -7.73430 -6.26690 0.0609
C -1.81189 -6.05999 -1.93619 -0.1600
C -1.36044 -7.44431 -2.03159 -0.1693
N -0.96379 -8.53194 -2.05468 0.2101
C -0.67179 -5.06203 -1.71668 -0.2172
O -0.78128 -4.22056 -0.85911 0.1831
C 0.66030 -5.11487 -2.52780 -0.3681
F 1.01573 -6.39630 -2.73132 0.1484
F 1.61606 -4.52823 -1.78647 0.1495
C 0.65266 -4.42068 -3.91849 -0.3278
F 1.75935 -4.81998 -4.55731 0.1719
F -0.40978 -4.89987 -4.61139 0.1286
C 0.65447 -2.85308 -3.87428 -0.3557
F 1.90682 -2.43517 -4.15744 0.1555
F 0.33705 -2.43000 -2.64818 0.1513
C -0.27900 -2.13745 -4.88967 -0.4072
O -0.88298 -1.17235 -4.53167 0.1825
O -0.29383 -2.62957 -6.15485 0.1222
H -2.38658 -6.22818 -4.04058 0.1457
H -4.48137 -5.79698 -1.91393 0.1282
H -4.07219 -7.34587 -2.60443 0.1160
H -4.92844 -5.10916 -4.48898 0.1035
H -6.12279 -5.79115 -3.42807 0.1158
H -6.26675 -7.76022 -4.62371 0.1260
H -5.66110 -6.71945 -5.87790 0.1151
H -3.53190 -8.53374 -6.80633 0.1087
H -2.41280 -5.99399 -1.03728 0.1607
H -1.00864 -3.27585 -6.20415 0.1216
C 0.06506 1.48049 -1.56187 -0.0835
C -1.08485 0.95337 -0.72529 -0.3198
O -2.25038 0.76795 -1.52118 -0.0788
H -0.20835 2.42649 -2.03033 0.0704
H 0.95863 1.63591 -0.95361 0.0714
H 0.30914 0.77968 -2.36351 0.0631
H -1.33888 1.66269 0.06262 0.0984
H -0.81401 0.00230 -0.25204 0.1067
H -2.02023 0.13214 -2.20623 0.0660
C 0.29123 -7.32875 -9.11383 -0.0872
C -1.03729 -7.25745 -8.38514 -0.3223
O -1.63702 -8.54306 -8.24480 -0.0907
H 0.15968 -7.77194 -10.10092 0.0769
H 0.72726 -6.33586 -9.23078 0.0746
H 1.00036 -7.95175 -8.56403 0.0746
H -1.74776 -6.64928 -8.94254 0.1146
H -0.90916 -6.80689 -7.39473 0.0994
H -1.03250 -9.09530 -7.74056 0.0891
C 2.70971 -5.73175 1.64570 -0.0755
C 4.00032 -4.93691 1.58705 -0.3113
O 4.77245 -5.27537 0.43325 -0.0929
H 2.92010 -6.80184 1.65651 0.0691
H 2.13369 -5.47739 2.53656 0.0775
H 2.09429 -5.52735 0.76568 0.0554
H 4.61944 -5.14969 2.45463 0.0911
H 3.78919 -3.86295 1.58117 0.1102
H 4.24219 -5.08029 -0.34438 0.0723
C -1.13394 5.47624 0.14266 -0.0728
C -2.28479 4.94914 0.98071 -0.3226
O -3.45962 4.76038 0.19394 -0.0798
H -1.40826 6.42057 -0.32659 0.0574
H -0.24226 5.63432 0.75119 0.0788
H -0.88880 4.77280 -0.65761 0.0639
H -2.53870 5.66103 1.76507 0.1078
H -2.01501 3.99986 1.45726 0.0948
H -3.25498 4.12031 -0.49418 0.0752
C -1.29536 10.48322 -2.17344 -0.0877
C -0.87275 9.22281 -1.44364 -0.3318
O 0.04842 9.51842 -0.40067 -0.0825
H -0.42531 10.98972 -2.59166 0.0778
H -1.99525 10.26419 -2.98167 0.0740
H -1.77614 11.17656 -1.47944 0.0583
H -0.37372 8.53356 -2.12353 0.1115
H -1.74649 8.71345 -1.02135 0.0997
H -0.39436 10.11902 0.20902 0.0615
C -1.89771 4.15626 4.79527 -0.0929
C -2.73051 4.57676 5.99112 -0.3230
O -3.56456 5.69567 5.69571 -0.0856
H -1.27696 4.98578 4.45452 0.0793
H -1.25009 3.31325 5.03739 0.0615
H -2.54068 3.86592 3.96139 0.0659
H -2.09032 4.88387 6.81676 0.1092
H -3.35154 3.74263 6.33646 0.1071
H -4.14900 5.44321 4.97580 0.0761
C -3.39214 11.94166 2.38958 -0.0875
C -2.06699 12.67764 2.45704 -0.3092
O -1.28476 12.46475 1.27978 -0.0891
H -3.22661 10.87179 2.25747 0.0744
H -3.97275 12.09551 3.29976 0.0752
H -3.98542 12.29036 1.54060 0.0722
H -1.47314 12.31687 3.29441 0.0946
H -2.23061 13.75038 2.59558 0.1125
H -1.78969 12.79285 0.53059 0.0707
C 7.00400 -2.45663 4.29930 -0.0899
C 5.63503 -2.54716 4.94756 -0.3174
O 4.99450 -3.79001 4.66554 -0.0924
H 6.92154 -2.58370 3.21950 0.0747
H 7.47263 -1.49323 4.50413 0.0740
H 7.66170 -3.24403 4.67506 0.0723
H 4.97700 -1.77134 4.55927 0.1057
H 5.71427 -2.41271 6.03137 0.1080
H 5.55132 -4.49201 5.01353 0.0790
C 1.37714 0.15301 4.56879 -0.0920
C 0.06493 0.42079 3.85473 -0.3189
O 0.06651 1.68329 3.19186 -0.0961
H 1.58139 0.94016 5.29503 0.0749
H 1.35286 -0.80603 5.08829 0.0743
H 2.20674 0.13699 3.85775 0.0692
H -0.75793 0.45208 4.56733 0.1093
H -0.14370 -0.37382 3.13039 0.1065
H 0.77883 1.67380 2.54664 0.0751
C 1.23073 11.95211 6.91229 -0.0942
C -0.10144 12.23562 6.24372 -0.3286
O -0.12210 13.51534 5.61502 -0.0894
H 1.45363 12.72039 7.65284 0.0747
H 1.22257 10.97987 7.40684 0.0735
H 2.03960 11.95644 6.17805 0.0727
H -0.90325 12.24571 6.97999 0.1112
H -0.32950 11.45857 5.50534 0.1018
H 0.57109 13.52615 4.94908 0.0785
C 6.01179 -8.29230 1.22079 -0.0889
C 6.59536 -8.83891 2.51004 -0.3224
O 7.96626 -8.47765 2.66802 -0.0845
H 6.57873 -8.65694 0.36350 0.0783
H 4.96888 -8.59172 1.10337 0.0723
H 6.05624 -7.20354 1.20279 0.0511
H 6.56495 -9.92736 2.52095 0.1088
H 6.02130 -8.47723 3.37133 0.1040
H 8.01671 -7.51820 2.66718 0.0742
```

Computed properties:
E ... -3291.56831 hartree
Gap between HOMO and LUMO ... 0.33355 Ha
HOMO level ... -10.0 eV
F_max ... 2.04 eV Å⁻¹
SMILES ... N#C[C@H](CCCC(=O)O)[C@@H](C#N)C(=O)C(F)(F)C(F)(F)C(F)(F)C(=O)O.CCO.CCO.CCO.CCO.CCO.CCO.CCO.CCO.CCO.CCO.CCO

A 5-piece molecular cluster, C20H50O5 overall at a distorted geometry, computed with the ωB97M-V functional and the def2-TZVPD basis.

XYZ file:
```
75
Properties=species:S:1:pos:R:3:lowdin_charge:R:1
C 0.75883 4.57277 1.54889 -0.0345
C 0.37383 3.22977 0.98889 -0.2200
O 0.47483 3.52577 -0.43911 -0.1998
C 0.35683 2.28077 -1.25211 -0.2846
C 0.53883 2.76977 -2.60311 -0.1207
H -0.04517 5.35977 1.37389 0.1275
H 1.55683 4.89777 1.40689 -0.0569
H 0.79583 4.37777 2.59889 0.0738
H -0.62517 3.11177 1.14289 0.0782
H 0.89483 2.34377 1.22989 0.1058
H -0.72017 1.91877 -1.04411 0.1523
H 1.25883 1.68277 -1.00011 0.1142
H 1.66883 2.96777 -3.05111 0.1458
H -0.26417 3.38877 -2.68511 0.0366
H 0.16083 1.89277 -3.21311 0.0885
C 0.21683 -5.52523 0.53689 -0.0803
C -0.67017 -5.71823 -0.70411 -0.2692
O -1.50117 -4.59523 -0.83111 -0.1780
C -2.38217 -4.69623 -1.90311 -0.3189
C -2.60617 -3.33923 -2.30211 -0.0723
H 0.95183 -4.69923 0.47089 0.0732
H 0.92783 -6.38923 0.71689 0.0938
H -0.26917 -5.45723 1.42489 0.0277
H -1.38917 -6.66823 -0.59811 0.1549
H 0.03183 -5.75123 -1.67611 0.1567
H -3.14817 -5.32623 -1.70211 0.0962
H -2.07317 -5.19923 -2.74711 0.0984
H -3.07517 -2.75723 -1.48911 0.1022
H -3.21217 -3.22123 -3.16411 0.0763
H -1.84417 -2.70823 -2.54011 0.0458
C 1.68683 -1.56823 -1.06811 -0.0245
C 0.32983 -1.70923 -0.15511 -0.1967
O 0.65883 -1.51823 1.20889 -0.1242
C -0.42417 -1.59523 2.04189 -0.3284
C -0.02617 -1.40623 3.38989 -0.0623
H 2.15183 -2.37723 -0.91311 -0.0223
H 2.16983 -0.62223 -0.81011 0.0676
H 1.49883 -1.62323 -2.10411 0.0517
H 0.06483 -2.82023 -0.44211 0.1234
H -0.37617 -0.89823 -0.43611 0.1111
H -0.86417 -2.50823 2.09689 0.0902
H -1.23317 -0.97223 1.69489 0.1292
H 0.14783 -0.52523 3.50989 -0.0271
H 0.91583 -1.85023 3.63689 0.1055
H -0.55517 -1.70023 4.23389 0.0855
C -3.08717 4.61877 8.12689 -0.1071
C -2.94517 4.87877 6.60289 -0.2465
O -3.07417 3.68477 5.77689 -0.1905
C -1.89917 2.89577 5.52089 -0.3103
C -2.35517 1.73177 4.78989 -0.1238
H -2.50617 3.62377 8.46689 0.1113
H -4.09117 4.22477 8.21289 0.0432
H -3.12117 5.50577 8.81089 0.0826
H -1.84617 5.22777 6.64589 0.1301
H -3.59717 5.60677 6.35589 0.0684
H -1.46817 2.40577 6.62689 0.1791
H -1.28717 3.57877 5.00489 0.0942
H -3.00917 2.22477 3.85789 0.1444
H -3.10217 0.98977 5.12389 0.0807
H -1.53417 1.09577 4.47889 0.0515
C 1.85183 -0.60223 -7.94811 -0.0863
C 2.98883 -0.97523 -7.03911 -0.2999
O 2.94283 -0.07923 -5.94411 -0.1504
C 3.85883 -0.21823 -4.91411 -0.3379
C 3.46883 0.57477 -3.71511 -0.0650
H 1.85983 -1.30723 -8.76111 0.0485
H 2.14583 0.46677 -8.49811 0.1446
H 0.78883 -0.64423 -7.67011 0.0726
H 3.89683 -1.06323 -7.56411 0.0902
H 3.11483 -2.02323 -6.55311 0.1422
H 4.71083 0.04577 -5.33811 0.0693
H 4.18083 -1.21523 -4.58811 0.1253
H 2.29783 0.29377 -3.58711 0.1238
H 3.69583 1.61977 -3.89811 0.0704
H 3.83383 0.25877 -2.76311 0.0539
```

Computed properties:
E ... -1167.72150 hartree
Gap between HOMO and LUMO ... 0.37315 Ha
HOMO level ... -9.4 eV
F_max ... 14.41 eV Å⁻¹
SMILES ... CCOCC.CCOCC.CCOCC.CCOCC.CCOCC
Energy above the lowest of the compared OMol25 structures with the same formula, charge and spin ... 59.27 kcal/mol

A 9-piece molecular cluster, C14H47NO10 overall at a distorted geometry, computed with the ωB97M-V functional and the def2-TZVPD basis.

XYZ file:
```
72
Properties=species:S:1:pos:R:3:lowdin_spin:R:1
C 2.94666 4.69390 -3.20695 0.0030
O 3.38307 3.45768 -3.67302 0.0021
C 3.10845 3.15951 -4.97698 0.0013
C 3.71666 1.70501 -5.36095 0.0006
N 2.93378 0.70862 -4.72718 0.0008
C 3.56749 -0.64187 -4.72457 0.0019
C 2.67006 -1.57693 -4.01515 0.0053
O 2.33052 -1.18024 -2.70965 0.0238
C 1.36943 -2.06924 -2.17664 0.0411
H 3.36416 5.63623 -3.56163 0.0001
H 3.19721 4.57957 -2.15231 0.0004
H 1.86208 4.79952 -3.18210 0.0012
H 3.76707 3.83114 -5.52765 0.0001
H 2.05760 3.28689 -5.23694 0.0007
H 4.73241 1.72141 -4.96589 0.0001
H 3.73271 1.52252 -6.43545 0.0000
H 2.59061 0.97476 -3.81531 0.0012
H 4.61661 -0.56710 -4.43846 0.0005
H 3.62150 -0.87290 -5.78844 0.0002
H 3.15519 -2.55260 -4.04355 0.0016
H 1.76573 -1.82042 -4.57283 0.0014
H 1.68498 -3.09111 -1.96613 0.0166
H 0.49173 -2.11043 -2.82166 0.0038
H 1.21995 -1.63981 -1.18601 0.0125
C -2.62279 -0.04349 5.76089 0.0156
O -2.65676 0.04745 4.34642 0.0046
H -2.99125 0.89187 6.18212 0.0006
H -3.10724 -0.96503 6.08364 0.0030
H -1.62337 -0.17704 6.17493 0.0045
H -2.57278 -0.85618 4.03339 0.0019
C -2.45390 -3.73501 3.91734 0.0493
O -2.24941 -2.44253 3.34542 0.0141
H -2.14231 -3.80609 4.95943 0.0117
H -3.51849 -3.96485 3.87353 0.0045
H -1.83523 -4.44791 3.37224 0.0178
H -1.33922 -2.14369 3.40753 0.0069
C -0.75544 -0.39994 1.34621 0.0277
O -0.42572 0.63870 0.41368 0.0088
H -1.83975 -0.50301 1.30442 0.0034
H -0.32015 -1.29835 0.90862 0.0189
H -0.43980 -0.19473 2.36913 0.0086
H -0.77412 0.27710 -0.40453 0.0028
C -2.27582 2.95135 2.20066 0.0072
O -2.83055 2.91641 3.53400 0.0010
H -2.99966 3.23307 1.43594 0.0017
H -1.60975 3.78633 1.98323 0.0006
H -1.82355 1.97072 2.05265 0.0010
H -3.07321 1.99179 3.62228 0.0005
C -2.07223 -0.91043 -3.81062 0.0201
O -2.22073 -0.79859 -2.42584 0.0102
H -1.83716 -1.94837 -4.04624 0.0035
H -2.97186 -0.61889 -4.35264 0.0036
H -1.22592 -0.29848 -4.12268 0.0025
H -2.92281 -0.14782 -2.35381 0.0074
C -3.87170 -3.20558 0.32934 0.0290
O -3.80549 -4.57328 0.70349 0.0105
H -4.64472 -3.09588 -0.43125 0.0043
H -3.95347 -2.49540 1.15217 0.0032
H -3.02839 -2.76875 -0.20557 0.0043
H -4.71602 -4.76741 0.93770 0.0044
C 0.95367 -1.17668 4.91859 0.1186
O 0.42782 -2.09986 4.01339 0.2165
H 0.34984 -0.27860 5.04876 0.0059
H 1.28308 -1.68685 5.82375 0.0204
H 1.83351 -0.88487 4.34517 0.0434
H 1.15109 -2.56776 3.58966 0.1153
C 1.74641 3.04357 1.94360 0.0179
O 2.67278 3.72338 1.08270 0.0054
H 1.50931 3.67527 2.79965 0.0013
H 0.81912 3.00777 1.37179 0.0006
H 2.18065 2.12744 2.34391 0.0117
H 2.73776 3.06486 0.38720 0.0031
```

Computed properties:
E ... -1368.47037 hartree
Net charge ... -1
Gap between HOMO and LUMO (spin up / spin down) ... 0.06954 / 0.33675 Ha
⟨S²⟩ ... 0.750
HOMO level (spin up / spin down) ... 0.6 / -6.8 eV
Spin multiplicity ... 2
F_max ... 3.33 eV Å⁻¹
Energy above the lowest of the compared OMol25 structures with the same formula, charge and spin ... 65.65 kcal/mol